Version i
The following is a quantum chemistry calculation of a gas-phase ion, C5H4NO2 (charge -1), from the Open Molecules 2025 dataset.

Summary:
- charge = -1
- highest occupied orbital energy (alpha / beta) (eV) = -3.067 / -2.539
- LUMO (alpha / beta) (eV) = 3.990 / 3.058
- orbital gap (alpha / beta) (Eh) = 0.2594 / 0.2057

Positions of all 12 atoms, in Å:
C (2.155, -0.128, 1.187)
O (-2.712, 1.027, -1.657)
C (-1.591, 0.883, -1.199)
O (2.880, -0.634, 0.322)
C (0.228, 0.109, -0.437)
H (0.340, -1.188, 1.353)
H (0.880, -0.315, -1.201)
H (-1.508, -1.194, -0.158)
C (0.663, -0.137, 1.087)
N (-1.127, -0.416, -0.620)
H (0.213, 0.479, 1.923)
C (-0.421, 1.515, -0.601)

Version ii
The following is a quantum chemistry calculation of a gas-phase ion, C5H4NO2 (charge -1), from the Open Molecules 2025 dataset.

Summary:
- charge = -1
- highest occupied orbital energy (eV) = -4.047
- LUMO (eV) = 3.990
- orbital gap (Eh) = 0.2953
- structure (SMILES) = N#CC/C([O-])=C\C=O

Positions of all 12 atoms, in Å:
H (0.768, -0.465, 1.422)
O (0.661, 2.160, -0.542)
H (-1.655, 1.242, -1.074)
N (2.450, -1.738, -0.658)
O (-2.826, -1.045, -0.544)
H (1.969, 0.721, 0.819)
H (-1.534, -1.146, 0.837)
C (1.153, 0.120, 0.601)
C (1.805, -0.970, -0.133)
C (-1.791, -0.581, -0.107)
C (0.134, 1.095, -0.194)
C (-1.134, 0.606, -0.426)

Version iii
The following is a quantum chemistry calculation of a molecular structure, C5H4NO2, from the Open Molecules 2025 dataset.

Summary:
- charge = -1
- highest occupied orbital energy (eV) = -2.635
- LUMO (eV) = 4.074
- orbital gap (Eh) = 0.2465

Positions of all 12 atoms, in Å:
H (-0.306, 1.748, 1.035)
O (0.498, -2.803, 0.127)
H (-2.038, -1.058, -0.118)
C (0.313, -1.682, -0.121)
O (2.513, 1.186, 0.546)
H (-1.054, -0.499, 1.206)
C (1.436, 0.902, 0.032)
C (0.969, 0.111, -1.120)
C (-0.871, -0.760, 0.096)
N (0.169, 1.375, 0.238)
C (-0.458, 0.536, -0.634)
H (-1.172, 0.945, -1.288)

So which one is most stable? That would be version ii, about 407.2 kJ/mol below the next structure.

Version i
The following is a quantum chemistry calculation of 2 unconnected molecules or ions with the total composition C3H10OS2, from the Open Molecules 2025 dataset.

Summary:
- highest occupied orbital energy (eV) = -8.559
- LUMO (eV) = 0.585
- orbital gap (Eh) = 0.3360
- structure (SMILES) = CCSSC.O

Positions of all 16 atoms, in Å:
H (0.217, -0.091, 3.407)
H (-1.160, -1.807, 1.791)
H (-1.497, -0.230, 1.128)
C (0.117, 1.239, -2.105)
H (0.422, 1.888, -3.038)
H (-0.468, 0.505, -2.564)
O (0.450, -0.552, 2.642)
H (1.432, -0.492, 2.536)
C (-1.551, -1.278, 0.939)
H (2.249, 0.980, -1.508)
C (1.280, 0.815, -1.172)
H (-0.545, 1.896, -1.512)
S (-0.662, -1.722, -0.563)
H (-2.570, -1.661, 0.780)
H (1.056, 1.376, -0.254)
S (1.230, -0.864, -0.507)

Version ii
The following is a quantum chemistry calculation of 2 unconnected molecules or ions with the total composition C3H10OS2, from the Open Molecules 2025 dataset.

Summary:
- highest occupied orbital energy (eV) = -8.877
- LUMO (eV) = 0.188
- orbital gap (Eh) = 0.3331
- structure (SMILES) = CCCSS.O

Positions of all 16 atoms, in Å:
H (-1.956, 0.009, -0.769)
C (-0.304, 0.844, 0.598)
H (-1.860, 2.148, 1.417)
H (-0.121, -0.202, 1.025)
H (3.042, -3.304, -0.664)
H (-1.507, 1.752, -0.975)
H (-0.384, 2.846, 1.012)
O (2.601, -3.030, 0.127)
S (-0.104, 0.094, -2.100)
H (0.620, -2.478, -1.586)
H (1.899, -2.547, -0.155)
H (-0.278, 2.028, 2.573)
C (-1.107, 0.718, -0.728)
H (0.742, 1.087, 0.342)
C (-0.728, 1.978, 1.559)
S (-0.555, -1.944, -1.675)

Version iii
The following is a quantum chemistry calculation of 2 unconnected molecules or ions with the total composition C3H10OS2, from the Open Molecules 2025 dataset.

Summary:
- highest occupied orbital energy (eV) = -8.277
- LUMO (eV) = 0.228
- orbital gap (Eh) = 0.3126
- structure (SMILES) = CCCSS.O

Positions of all 16 atoms, in Å:
S (-2.325, -0.220, -0.075)
H (3.404, 0.744, -1.513)
C (0.643, -0.376, -0.516)
C (3.163, -0.337, -1.192)
H (2.247, -1.196, 0.520)
H (-0.099, 3.189, 1.248)
H (2.260, 0.421, 0.663)
H (4.176, -0.814, -0.982)
H (0.237, 0.563, -0.766)
H (0.709, -1.042, -1.381)
S (-0.473, -0.962, 0.755)
C (2.107, -0.321, -0.055)
H (-3.365, -0.726, 0.688)
H (-1.164, 2.531, 0.477)
O (-0.220, 2.781, 0.371)
H (2.660, -0.807, -2.225)

So which one is most stable? That would be version i, about 22.3 kJ/mol below the next structure.

Version i
The following is a quantum chemistry calculation of 2 unconnected molecules or ions with the total composition C3H10OS2, from the Open Molecules 2025 dataset.

Summary:
- highest occupied orbital energy (eV) = -8.564
- LUMO (eV) = 0.278
- orbital gap (Eh) = 0.3249
- structure (SMILES) = CCO.CSS

Positions of all 16 atoms, in Å:
H (-0.670, 1.155, -2.383)
H (0.248, 0.814, 1.375)
H (-2.348, 1.527, -2.961)
O (1.656, -0.497, -0.269)
H (1.204, -1.170, -0.784)
H (-1.942, -0.084, -2.638)
H (0.875, -1.787, 1.213)
H (2.579, -1.137, 1.381)
H (0.753, -0.002, 2.873)
C (1.094, 0.360, 1.887)
H (-0.794, -0.255, -0.184)
S (-1.976, -0.908, 0.298)
H (1.963, 1.041, 1.925)
C (1.538, -0.927, 1.128)
C (-1.749, 0.927, -2.269)
S (-2.431, 0.944, -0.593)

Version ii
The following is a quantum chemistry calculation of 2 unconnected molecules or ions with the total composition C3H10OS2, from the Open Molecules 2025 dataset.

Summary:
- highest occupied orbital energy (eV) = -9.121
- LUMO (eV) = 0.664
- orbital gap (Eh) = 0.3596
- structure (SMILES) = CCO.CSS

Positions of all 16 atoms, in Å:
H (0.525, 2.719, 0.683)
H (-1.066, 2.110, -1.030)
C (-0.849, 1.380, -0.249)
C (1.673, -2.166, 0.152)
H (1.525, -3.225, 0.348)
S (-0.650, -2.156, -1.821)
C (-0.330, 2.103, 0.963)
S (1.348, -1.767, -1.577)
H (1.025, -1.618, 0.820)
H (-1.119, -0.923, -1.579)
H (2.707, -1.905, 0.316)
H (-1.747, -0.172, 0.495)
H (-1.072, 2.773, 1.408)
H (-0.017, 0.785, -0.658)
O (-1.992, 0.573, -0.064)
H (0.039, 1.488, 1.792)

So which one is most stable? That would be version ii, about 115.6 kJ/mol below the next structure.